# 1
ORCA calculation (wB97M-V/def2-TZVPD) on a structure of composition C25H32Cl2IrN5O3S2.

The calculation puts the HOMO energy (spin up / spin down) at -11.419 / -11.407 eV. The frontier orbital gap (spin up / spin down) is 7.04 / 6.02 eV. For the energy above the lowest of the compared OMol25 structures with the same formula, charge and spin, the calculation gives 4.5 kcal per mole. For the total energy, the calculation gives -3292.24731 a.u. For the molar mass, the calculation gives 777.8 g/mol.

Geometry as ORCA input:
```
! wB97M-V def2-TZVPD RIJCOSX def2/J DEFGRID3
* xyz 1 2
Ir -0.384 -0.029 -0.400
C 0.293 -3.867 1.570
C -0.408 -2.667 1.009
N 0.315 -1.759 0.367
N 1.675 -2.029 0.364
C 2.411 -1.080 -0.062
S 1.750 0.453 -0.580
S 4.168 -1.185 0.001
C 4.317 -1.250 1.832
C 3.573 -0.118 2.480
C 2.317 -0.336 3.038
C 1.588 0.717 3.576
C 2.113 2.001 3.560
C 3.371 2.225 3.015
C 4.096 1.172 2.477
C -1.825 -2.517 1.209
C -2.585 -3.662 1.563
C -3.926 -3.596 1.817
C -4.577 -2.356 1.766
C -3.884 -1.227 1.418
C -2.522 -1.292 1.101
O -1.974 -0.135 0.724
H 1.240 -3.579 2.016
H 0.529 -4.555 0.754
H -0.311 -4.373 2.311
H 5.392 -1.190 1.998
H 3.962 -2.219 2.178
H 1.914 -1.342 3.069
H 0.620 0.530 4.022
H 1.554 2.822 3.988
H 3.792 3.222 3.015
H 5.073 1.353 2.045
H -2.099 -4.625 1.597
H -4.479 -4.491 2.060
H -5.634 -2.293 1.988
H -4.366 -0.262 1.338
Cl -0.608 -4.345 -2.194
C 0.910 -4.136 -3.080
Cl 1.501 -2.470 -2.992
H 0.731 -4.382 -4.119
H 1.658 -4.785 -2.641
C 0.673 5.077 -1.521
C -0.037 4.118 -0.572
C -1.294 4.782 -0.011
C 0.905 3.711 0.564
N -0.437 2.979 -1.425
N -1.124 1.932 -0.711
H 1.027 5.950 -0.974
H -0.004 5.405 -2.310
H 1.537 4.597 -1.985
H -1.031 5.740 0.438
H -1.775 4.193 0.776
H -2.017 4.962 -0.807
H 1.166 4.581 1.168
H 1.830 3.285 0.173
H 0.457 2.978 1.244
H 0.351 2.550 -1.898
H -2.042 1.832 -1.140
H -1.305 2.252 0.240
O 0.345 0.993 -3.394
C -0.587 0.229 -3.369
C -1.334 -0.329 -4.562
C -2.405 -1.244 -3.975
C -2.172 -1.219 -2.481
O -2.778 -1.830 -1.641
N -1.134 -0.323 -2.211
H -0.608 -0.854 -5.181
H -1.727 0.498 -5.152
H -2.339 -2.278 -4.312
H -3.422 -0.906 -4.169
*
```

***

# 2
ORCA calculation (wB97M-V/def2-TZVPD) on an isolated molecule of C25H32ClFO5.

The SMILES is CCC(=O)O[C@]1(C(=O)CCl)[C@H](C)C[C@H]2[C@H]3CCC4=CC(=O)C=C[C@@]4(C)[C@]3(F)[C@@H](O)C[C@]21C. The calculation puts the HOMO energy at -9.420 eV. The frontier orbital gap is 9.73 eV. For the energy above the lowest of the compared OMol25 structures with the same formula, charge and spin, the calculation gives 0.0 kcal per mole. For the total energy, the calculation gives -1908.12593 a.u. For the molar mass, the calculation gives 467.0 g/mol.

Geometry as ORCA input:
```
! wB97M-V def2-TZVPD RIJCOSX def2/J DEFGRID3
* xyz 0 1
C -2.845 -3.708 4.414
C -3.409 -3.504 3.006
C -3.106 -2.093 2.581
O -3.685 -1.107 2.971
O -2.076 -2.041 1.738
C -1.658 -0.717 1.378
C -1.551 0.034 2.724
O -1.034 -0.515 3.660
C -2.046 1.464 2.806
Cl -1.042 2.376 3.961
C -2.613 -0.101 0.318
C -3.548 -1.138 -0.312
C -1.676 0.491 -0.739
C -0.513 -0.502 -0.775
C 0.716 -0.097 -1.602
C 0.285 0.304 -3.010
C 1.511 0.529 -3.893
C 2.324 1.618 -3.267
C 2.513 2.781 -3.894
C 3.221 3.922 -3.314
O 3.383 4.970 -3.914
C 3.728 3.692 -1.958
C 3.558 2.542 -1.315
C 2.833 1.348 -1.873
C 3.867 0.206 -1.908
C 1.603 0.985 -0.962
F 0.867 2.164 -0.833
C 1.972 0.521 0.469
O 2.797 1.415 1.167
C 0.691 0.285 1.280
C -0.232 -0.798 0.709
C 0.389 -2.176 0.922
H -3.306 -3.007 5.104
H -3.047 -4.721 4.752
H -1.771 -3.539 4.423
H -4.491 -3.647 3.019
H -2.948 -4.199 2.304
H -2.011 1.990 1.856
H -3.065 1.449 3.196
H -3.249 0.660 0.769
H -4.082 -0.680 -1.140
H -4.288 -1.482 0.409
H -3.002 -2.002 -0.682
H -1.329 1.481 -0.450
H -2.177 0.575 -1.701
H -0.890 -1.424 -1.235
H 1.345 -0.991 -1.678
H -0.286 1.234 -2.967
H -0.352 -0.473 -3.435
H 1.202 0.821 -4.897
H 2.088 -0.395 -3.969
H 2.129 2.932 -4.895
H 4.275 4.508 -1.508
H 3.984 2.401 -0.334
H 3.419 -0.745 -2.178
H 4.349 0.109 -0.939
H 4.629 0.451 -2.644
H 2.554 -0.398 0.395
H 2.301 2.227 1.339
H 1.000 0.024 2.292
H 0.167 1.242 1.324
H -0.241 -2.949 0.492
H 1.370 -2.227 0.459
H 0.496 -2.374 1.986
*
```

***

# 3
ORCA calculation (wB97M-V/def2-TZVPD) on a structure of composition C25H32ClN5O12Si2Tl.

The calculation puts the HOMO energy at -6.264 eV. The frontier orbital gap is 6.97 eV. For the energy above the lowest of the compared OMol25 structures with the same formula, charge and spin, the calculation gives 36.7 kcal per mole. For the total energy, the calculation gives -3360.19229 a.u. For the molar mass, the calculation gives 890.6 g/mol.

Geometry as ORCA input:
```
! wB97M-V def2-TZVPD RIJCOSX def2/J DEFGRID3
* xyz -1 1
Tl -0.381 0.400 0.989
O -4.193 4.085 1.932
C -3.269 3.449 1.197
O -2.623 2.524 1.609
C -3.074 3.993 -0.215
C -3.630 5.184 -0.617
C -3.295 5.700 -1.835
C -2.476 4.880 -2.677
C -2.070 3.665 -2.208
N -2.315 3.252 -0.984
C -1.354 2.596 -2.999
O -0.384 2.950 -3.864
O -1.654 1.445 -2.949
H -4.124 3.672 2.803
H -4.296 5.698 0.088
H -3.791 6.566 -2.231
H -2.151 5.173 -3.650
H 0.087 3.644 -3.415
C 3.614 -1.238 2.911
C 2.319 -1.887 3.169
N 1.137 -1.628 2.664
C 0.214 -2.522 3.163
C 0.895 -3.433 3.957
N 2.230 -2.952 3.999
C 0.561 -4.521 4.859
O -0.658 -4.979 4.890
O 1.465 -4.961 5.573
C -1.255 -2.470 2.890
O -1.948 -3.494 3.257
O -1.672 -1.459 2.304
H 3.609 -0.185 2.808
H 3.946 -1.639 1.871
H 4.327 -1.451 3.670
H 2.911 -3.300 4.636
H -1.153 -4.400 4.201
C -2.957 -3.325 0.318
Si -2.514 -1.839 -0.678
C -3.364 -0.275 -0.117
C -2.893 -2.213 -2.532
N -0.800 -1.497 -0.658
C 0.163 -2.295 -0.942
C -0.088 -3.758 -1.239
C 0.925 -4.572 -1.504
C 2.342 -4.028 -1.389
C 2.633 -2.786 -1.129
C 1.607 -1.780 -0.905
N 1.796 -0.534 -0.724
Si 3.082 0.609 -0.838
C 2.893 1.775 0.556
C 4.720 -0.177 -0.810
C 2.861 1.662 -2.439
H -1.990 -3.844 0.350
H -3.734 -4.034 -0.124
H -3.128 -3.056 1.362
H -3.001 0.629 -0.575
H -3.246 -0.140 0.946
H -4.471 -0.428 -0.228
H -3.934 -2.459 -2.495
H -2.172 -2.942 -3.002
H -2.930 -1.342 -3.192
H -1.158 -4.055 -1.395
H 0.823 -5.626 -1.789
H 3.097 -4.791 -1.584
H 3.686 -2.458 -1.078
H 2.055 2.477 0.447
H 3.793 2.359 0.867
H 2.565 1.188 1.460
H 4.919 -0.984 -0.117
H 5.429 0.628 -0.618
H 4.990 -0.579 -1.780
H 1.860 1.669 -2.946
H 3.580 1.401 -3.287
H 2.970 2.735 -2.251
O -0.213 6.126 -0.648
Cl 0.811 5.254 -1.127
O 0.699 5.162 -2.616
O 2.095 5.821 -0.785
O 0.647 3.963 -0.565
*
```

***

| no. | F_max (eV Å⁻¹) |
| --- | --- |
| 1 | 0.62 |
| 2 | 0.84 |
| 3 | 3.71 |